(1)
94
Properties=species:S:1:pos:R:3:lowdin_spin:R:1 method="wB97M-V/def2-TZVPD" homo_lumo_gap_ev="5.592 / 6.212" total_charge=-2 homo_energy_ev="-2.3 / -2.9" relative_energy_kcal_mol=0.0 multiplicity=2
Sr 1.11 0.27 0.03 0.008
S -0.21 -1.55 -1.72 0.183
C -0.02 -1.15 -3.42 0.033
C -0.50 -2.03 -4.38 0.004
C -0.32 -1.77 -5.74 -0.001
C -0.81 -2.69 -6.72 0.000
N -1.19 -3.42 -7.52 0.000
C 0.34 -0.59 -6.12 0.001
C 0.76 0.31 -5.16 0.002
C 0.58 0.08 -3.79 0.011
S 1.04 1.35 -2.68 0.007
C 0.55 -0.28 -7.51 0.000
N 0.74 -0.01 -8.61 0.001
H -1.00 -2.93 -4.08 0.001
H 1.24 1.23 -5.46 0.001
C 2.78 -3.02 -4.20 0.000
O 2.97 -1.86 -3.39 0.000
C 2.96 -1.96 -2.06 0.000
O 3.11 -0.94 -1.40 0.000
N 2.82 -3.22 -1.54 0.000
N 2.72 -3.38 -0.14 0.005
H 2.86 -2.67 -5.23 0.000
H 1.79 -3.45 -4.06 0.001
H 3.55 -3.77 -4.00 0.000
H 2.19 -3.84 -2.03 0.000
H 2.51 -2.48 0.28 0.000
H 3.64 -3.61 0.21 0.000
N 3.15 2.19 -0.02 0.000
C 2.92 2.00 1.52 0.000
C 3.80 3.05 2.22 0.000
P 1.08 2.56 1.73 0.000
O 1.12 3.67 2.89 0.000
O 0.90 3.19 0.37 0.000
O 0.16 1.45 2.08 0.000
P 3.73 0.31 1.86 0.000
O 3.97 0.35 3.45 0.000
O 5.03 0.51 1.16 0.000
O 2.78 -0.77 1.46 0.000
H 3.84 2.93 -0.16 0.000
H 2.21 2.60 -0.32 0.000
H 3.57 1.36 -0.45 0.000
H 3.53 4.06 1.91 0.000
H 4.85 2.85 1.99 0.000
H 3.66 2.99 3.30 0.000
H 0.68 3.33 3.68 0.000
H 4.91 0.54 3.58 0.000
Cl -1.09 -5.43 0.84 0.189
Ge -0.92 -3.82 -0.78 0.294
Cl -3.01 -3.87 -1.55 0.065
Cl 0.09 -5.12 -2.44 0.105
O -1.50 -2.00 0.78 0.070
N -2.00 -2.37 1.90 0.003
C -3.09 -1.74 2.28 0.007
C -3.67 -0.67 1.51 0.001
N -4.15 0.20 0.93 0.002
C -3.71 -2.11 3.51 0.001
N -4.21 -2.40 4.51 0.002
N -2.57 1.10 -2.12 0.001
C -3.00 0.45 -3.28 0.000
C -3.84 -0.67 -3.21 0.000
C -4.26 -1.31 -4.37 0.000
C -3.87 -0.84 -5.62 0.000
C -3.05 0.27 -5.69 0.000
C -2.62 0.92 -4.54 0.000
H -1.61 1.40 -2.19 0.000
H -2.71 0.54 -1.29 0.000
H -4.12 -1.06 -2.24 0.000
H -4.88 -2.19 -4.28 0.000
H -4.18 -1.36 -6.52 0.000
H -2.72 0.64 -6.66 0.000
H -1.96 1.78 -4.60 0.000
C -0.82 -1.53 4.94 0.000
C 0.32 -1.52 4.14 0.000
N 1.22 -0.55 4.20 0.000
C 1.03 0.44 5.06 0.000
C -0.09 0.54 5.88 0.000
C -1.03 -0.48 5.81 0.000
C -0.25 1.70 6.79 0.000
C -0.84 2.86 6.50 0.000
C -1.42 3.26 5.20 0.000
C -1.39 4.60 4.82 0.000
C -1.91 4.91 3.58 0.000
N -2.41 3.98 2.76 0.000
C -2.39 2.73 3.22 0.000
N -1.93 2.33 4.40 0.000
H -1.54 -2.34 4.85 0.000
H 0.49 -2.31 3.41 0.000
H 1.80 1.21 5.08 0.000
H -1.94 -0.43 6.40 0.000
H 0.18 1.60 7.78 0.000
H -0.84 3.64 7.26 0.000
H -0.98 5.36 5.47 0.000
H -1.91 5.93 3.21 0.000
H -2.79 1.97 2.56 0.000



(2)
40
Properties=species:S:1:pos:R:3:lowdin_charge:R:1 method="wB97M-V/def2-TZVPD" homo_lumo_gap_ev=9.653 homo_energy_ev=-9.1 relative_energy_kcal_mol=0.0
O -0.01 2.83 2.09 0.103
C -0.10 1.82 2.74 -0.549
O -1.26 1.39 3.23 0.112
C 1.05 0.93 3.14 -0.074
C 2.26 1.06 2.21 -0.072
C 2.28 0.01 1.11 -0.457
O 2.73 -1.10 1.34 0.053
N 1.85 0.35 -0.14 -0.035
C 1.05 1.49 -0.49 -0.094
C -0.43 1.18 -0.56 -0.186
C -1.03 0.23 0.25 -0.042
C -2.39 0.00 0.14 -0.046
C -3.10 0.74 -0.79 -0.149
N -2.55 1.66 -1.56 0.072
C -1.25 1.87 -1.45 -0.105
C 2.06 -0.62 -1.21 -0.081
C 0.82 -1.43 -1.50 -0.207
C 0.45 -2.46 -0.64 -0.045
C -0.72 -3.16 -0.85 -0.068
C -1.54 -2.86 -1.93 -0.014
C -1.15 -1.85 -2.79 -0.267
F -1.93 -1.55 -3.85 0.061
C 0.01 -1.13 -2.59 0.030
H -1.99 1.99 3.00 0.138
H 1.32 1.25 4.15 0.136
H 0.70 -0.10 3.21 0.129
H 2.33 2.08 1.83 0.111
H 3.16 0.85 2.80 0.127
H 1.18 2.29 0.24 0.110
H 1.39 1.87 -1.46 0.134
H -0.44 -0.34 0.96 0.116
H -2.87 -0.74 0.76 0.109
H -4.17 0.59 -0.93 0.103
H -0.84 2.63 -2.11 0.118
H 2.37 -0.07 -2.10 0.130
H 2.86 -1.29 -0.88 0.132
H 1.08 -2.69 0.20 0.112
H -1.00 -3.96 -0.18 0.107
H -2.46 -3.40 -2.11 0.117
H 0.27 -0.35 -3.29 0.131



(3)
17
Properties=species:S:1:pos:R:3:lowdin_charge:R:1 method="wB97M-V/def2-TZVPD" homo_lumo_gap_ev=10.341 homo_energy_ev=-9.3 relative_energy_kcal_mol=15.7
C 0.27 -1.00 -1.25 -0.107
C -0.93 -0.42 -1.36 -0.083
C -1.43 0.78 -0.58 -0.216
O -0.43 1.53 0.07 -0.143
C 0.01 0.97 1.29 -0.216
C 0.84 -0.33 1.13 -0.165
C 1.37 -0.61 -0.29 -0.192
H 0.44 -1.87 -1.89 0.098
H -1.64 -0.83 -2.07 0.101
H -2.19 0.45 0.15 0.125
H -1.94 1.47 -1.27 0.124
H -0.85 0.79 1.96 0.119
H 0.59 1.75 1.77 0.117
H 0.21 -1.18 1.41 0.110
H 1.67 -0.30 1.84 0.107
H 1.95 0.24 -0.68 0.119
H 2.07 -1.45 -0.23 0.104



(4)
67
Properties=species:S:1:pos:R:3:lowdin_charge:R:1 method="wB97M-V/def2-TZVPD" homo_lumo_gap_ev=5.763 total_charge=+1 homo_energy_ev=-11.0 relative_energy_kcal_mol=18.8
W 1.54 -1.56 0.28 0.868
C -2.22 -1.91 -3.43 -0.007
C -0.83 -2.09 -2.88 -0.233
C -0.49 -3.24 -2.17 -0.043
C 0.79 -3.46 -1.72 -0.121
C 1.78 -2.48 -1.98 -0.264
C 1.44 -1.30 -2.65 -0.084
C 0.14 -1.11 -3.09 -0.032
H -2.97 -2.30 -2.75 0.078
H -2.32 -2.46 -4.37 0.103
H -2.44 -0.87 -3.63 0.078
H -1.25 -4.00 -2.01 0.137
H 1.04 -4.38 -1.22 0.042
H 2.83 -2.75 -1.91 0.095
H 2.21 -0.56 -2.86 0.106
H -0.12 -0.20 -3.62 0.123
S 1.13 -6.20 0.82 -0.057
Sb 1.67 -4.52 2.15 0.016
S 0.08 -2.66 1.72 0.070
S 3.23 -2.89 0.85 0.193
S 2.55 -4.25 4.16 -0.066
C -0.05 2.51 4.10 -0.065
C -0.65 1.25 4.14 -0.072
C -0.84 0.54 2.96 -0.148
C -0.44 1.08 1.74 -0.387
C 0.15 2.34 1.71 -0.085
C 0.34 3.05 2.89 -0.069
P -0.65 0.04 0.24 0.997
C -2.34 -0.61 0.43 -0.389
C -3.35 0.23 0.90 -0.095
C -4.65 -0.22 0.98 -0.053
C -4.96 -1.53 0.60 -0.055
C -3.97 -2.37 0.13 -0.059
C -2.65 -1.91 0.05 -0.140
C -0.76 1.20 -1.17 -0.352
C 0.41 1.80 -1.65 -0.144
C 0.37 2.65 -2.75 -0.064
C -0.84 2.91 -3.38 -0.060
C -2.00 2.31 -2.91 -0.060
C -1.97 1.46 -1.81 -0.079
H 0.10 3.06 5.02 0.112
H -0.96 0.82 5.08 0.116
H -1.30 -0.44 3.00 0.086
H 0.44 2.78 0.76 0.100
H 0.80 4.03 2.85 0.113
H -3.11 1.25 1.20 0.121
H -5.43 0.43 1.35 0.114
H -5.98 -1.88 0.67 0.114
H -4.21 -3.39 -0.15 0.115
H -1.88 -2.57 -0.29 0.041
H 1.36 1.56 -1.20 0.032
H 1.28 3.10 -3.11 0.106
H -0.88 3.57 -4.23 0.113
H -2.95 2.51 -3.40 0.114
H -2.88 1.01 -1.45 0.101
Cl 3.95 1.76 -1.65 0.745
C 3.91 1.89 0.08 -0.584
C 4.62 2.89 0.70 -0.082
C 4.62 2.96 2.09 -0.044
C 3.94 2.02 2.85 -0.083
C 3.24 1.03 2.21 -0.573
Cl 2.40 -0.18 3.11 0.780
C 3.19 0.94 0.81 -0.403
N 2.48 -0.07 0.19 -0.233
H 5.17 3.61 0.11 0.115
H 5.18 3.74 2.59 0.120
H 3.96 2.05 3.93 0.120



(5)
11
Properties=species:S:1:pos:R:3:lowdin_charge:R:1 method="wB97M-V/def2-TZVPD" homo_lumo_gap_ev=9.550 homo_energy_ev=-9.3 relative_energy_kcal_mol=70.9
C -0.93 -0.23 0.80 -0.041
C 0.35 -0.25 1.21 -0.128
O 1.36 0.26 0.47 -0.046
C 1.51 -0.11 -0.85 -0.180
N 0.57 0.05 -1.67 0.042
N -0.64 0.69 -1.47 0.021
C -1.38 0.44 -0.46 -0.141
H -1.73 -0.63 1.44 0.101
H 0.76 -0.62 2.14 0.122
H 2.49 -0.54 -1.10 0.138
H -2.37 0.94 -0.50 0.112



(6)
15
Properties=species:S:1:pos:R:3:lowdin_charge:R:1 method="wB97M-V/def2-TZVPD" homo_lumo_gap_ev="8.674 / 8.673" total_charge=+1 homo_energy_ev="-13.7 / -13.7" relative_energy_kcal_mol=186.3
C -1.17 -1.25 -0.26 0.047
C -1.34 0.09 -0.53 -0.024
C -1.46 1.29 0.18 0.077
C 1.72 -0.61 -0.25 0.131
C 1.05 0.75 -0.18 -0.150
C -0.17 -1.05 0.68 -0.027
N -0.22 0.42 0.49 -0.128
H -1.64 -2.16 -0.67 0.144
H -1.00 2.03 -0.45 0.129
H -2.29 1.49 0.95 0.180
H 1.86 -1.06 -1.27 0.115
H 2.36 -0.98 0.54 0.086
H 1.70 1.49 0.32 0.148
H 0.67 0.99 -1.20 0.140
H -0.06 -1.43 1.66 0.133



(7)
85
Properties=species:S:1:pos:R:3:lowdin_charge:R:1 method="wB97M-V/def2-TZVPD" homo_lumo_gap_ev=5.955 total_charge=+2 homo_energy_ev=-12.8
N 4.37 -2.70 -2.74 0.060
C 4.39 -2.60 -1.41 -0.141
C 3.36 -3.10 -0.61 -0.017
C 2.23 -3.68 -1.24 -0.224
C 2.24 -3.79 -2.64 -0.010
C 3.35 -3.31 -3.35 -0.132
C 1.09 -4.04 -0.45 -0.039
Zn -0.58 0.62 0.27 0.667
P -2.31 1.74 1.42 0.918
C -0.16 -4.24 -0.96 -0.025
C -1.32 -3.83 -0.20 -0.217
C -2.52 -3.54 -0.87 -0.016
C -3.52 -2.82 -0.23 -0.110
C -3.33 -2.44 1.11 -0.622
C -2.20 -2.82 1.84 -0.126
C -1.19 -3.50 1.18 -0.024
Br -4.79 -1.59 2.06 0.874
H 1.28 -4.13 0.62 0.112
H -0.32 -4.54 -1.99 0.117
H 3.43 -3.03 0.48 0.098
H 1.41 -4.25 -3.17 0.107
H 5.26 -2.12 -0.95 0.113
H 3.38 -3.42 -4.44 0.119
H -2.63 -3.84 -1.92 0.126
H -0.27 -3.72 1.71 0.108
H -4.44 -2.55 -0.74 0.113
H -2.11 -2.56 2.89 0.108
P -0.22 1.26 -1.91 0.896
C -2.17 1.03 3.10 -0.398
C -3.40 1.00 4.01 -0.144
H -1.36 1.60 3.59 0.092
H -1.79 0.00 2.97 0.047
H -3.10 0.53 4.96 0.094
H -3.78 2.00 4.23 0.061
H -4.19 0.36 3.58 -0.012
C -3.81 1.20 0.52 -0.430
C -5.14 1.84 0.93 -0.126
H -3.88 0.10 0.66 -0.023
H -3.61 1.36 -0.55 0.059
H -5.95 1.28 0.46 0.090
H -5.30 1.81 2.01 0.067
H -5.21 2.87 0.57 0.082
C -2.51 3.55 1.61 -0.367
C -3.17 4.06 2.89 -0.121
H -3.08 3.90 0.74 0.090
H -1.49 3.97 1.52 0.075
H -3.20 5.16 2.86 0.096
H -4.21 3.74 2.99 0.074
H -2.61 3.77 3.78 0.077
C 0.63 2.86 -2.24 -0.377
C 0.11 4.07 -1.47 -0.128
H 0.53 3.03 -3.33 0.110
H 1.70 2.71 -2.03 0.075
H 0.64 4.97 -1.82 0.094
H -0.96 4.24 -1.62 0.074
H 0.31 3.99 -0.39 0.054
C -1.81 1.47 -2.80 -0.387
C -2.49 0.15 -3.15 -0.131
H -1.59 2.06 -3.71 0.107
H -2.45 2.08 -2.16 0.065
H -3.46 0.35 -3.61 0.094
H -1.90 -0.43 -3.87 0.074
H -2.66 -0.49 -2.27 0.056
C 0.72 0.01 -2.90 -0.366
C 2.22 0.22 -3.04 -0.124
H 0.25 -0.03 -3.89 0.093
H 0.53 -0.95 -2.41 0.077
H 2.61 -0.46 -3.81 0.084
H 2.49 1.24 -3.34 0.073
H 2.76 -0.03 -2.11 0.059
C 2.96 2.25 1.40 -0.038
C 2.62 0.93 0.74 -0.234
O 1.40 0.32 1.24 -0.295
C 1.41 -0.13 2.61 -0.243
C 2.73 -0.71 3.07 -0.048
H 2.28 3.04 1.08 0.075
H 3.96 2.55 1.08 0.102
H 2.95 2.17 2.49 0.082
H 2.43 1.08 -0.33 0.083
H 3.43 0.20 0.83 0.123
H 1.10 0.71 3.25 0.120
H 0.61 -0.88 2.66 0.108
H 3.49 0.06 3.18 0.088
H 2.57 -1.17 4.05 0.102
H 3.09 -1.49 2.40 0.079



(8)
9
Properties=species:S:1:pos:R:3:lowdin_charge:R:1 method="wB97M-V/def2-TZVPD" homo_lumo_gap_ev=8.133 total_charge=-1 homo_energy_ev=-3.7 relative_energy_kcal_mol=0.9
C 1.30 0.93 -0.89 -0.165
N -0.02 0.82 -0.31 -0.055
C -0.42 -0.39 0.35 -0.831
O -1.62 -0.42 0.70 -0.115
O 0.48 -1.24 0.52 -0.098
H 1.63 -0.06 -1.19 0.061
H 2.02 1.32 -0.18 0.057
H 1.24 1.56 -1.78 0.057
H -0.81 1.29 -0.72 0.090



(9)
47
Properties=species:S:1:pos:R:3:lowdin_charge:R:1 method="wB97M-V/def2-TZVPD" homo_lumo_gap_ev=6.904 homo_energy_ev=-7.4
C 0.69 0.76 -3.89 -0.085
C 0.07 1.67 -3.04 -0.051
C 0.07 1.52 -1.63 -0.273
C 0.82 0.46 -1.10 -0.294
C 1.27 -0.55 -1.96 -0.372
C 1.31 -0.34 -3.34 -0.060
C -0.66 2.54 -0.81 -0.136
C -2.11 2.29 -0.29 -0.185
N -2.60 0.98 0.02 -0.287
Sn 2.14 0.57 0.77 1.358
C 1.77 -1.89 -1.44 -0.385
P 0.74 -2.44 -0.04 0.822
H -0.45 2.52 -3.49 0.114
H 1.80 -1.05 -4.00 0.111
H 0.68 0.92 -4.96 0.105
H 2.83 -1.86 -1.13 0.082
H 1.67 -2.68 -2.20 0.086
H -0.05 2.79 0.07 0.082
H -0.75 3.49 -1.35 0.110
H -2.27 2.86 0.64 0.123
C 1.81 -3.83 0.52 -0.302
C -0.46 -3.35 -1.12 -0.279
H -2.80 2.73 -1.03 0.116
C -2.84 -0.01 -0.98 -0.090
C -2.92 0.64 1.38 -0.092
H 2.08 -1.00 2.37 0.008
H -3.88 0.00 -1.31 0.077
H -2.21 0.18 -1.87 0.085
H -2.64 -1.00 -0.59 0.066
H -3.98 0.86 1.62 0.080
H -2.78 -0.43 1.55 0.075
H -2.30 1.21 2.09 0.074
H 0.08 -4.15 -1.66 0.042
H -1.28 -3.79 -0.55 0.036
H -0.87 -2.65 -1.86 0.041
H 2.03 -4.49 -0.33 0.039
H 2.75 -3.40 0.90 0.036
H 1.32 -4.40 1.32 0.044
H 1.57 -1.32 1.97 -0.035
F 2.03 2.17 5.58 0.135
C 1.21 1.61 4.67 -0.606
F 1.56 0.30 4.56 0.094
F -0.07 1.68 5.07 0.133
S 1.37 2.41 2.99 0.516
O 1.11 3.80 3.23 -0.247
O 2.75 2.07 2.55 -0.479
O 0.41 1.63 2.12 -0.429



(10)
9
Properties=species:S:1:pos:R:3:lowdin_charge:R:1 method="wB97M-V/def2-TZVPD" homo_lumo_gap_ev=11.110 homo_energy_ev=-10.1 relative_energy_kcal_mol=77.2
O 1.71 0.64 -0.53 0.041
C 1.12 -0.13 0.20 -0.285
C -0.16 0.36 0.74 -0.244
C -0.88 -0.16 -0.43 -0.116
O -1.31 -0.43 0.89 0.038
H 1.41 -1.18 0.31 0.143
H -0.21 1.42 0.99 0.162
H -1.02 0.63 -1.14 0.144
H -0.45 -1.07 -0.80 0.116



(11)
54
Properties=species:S:1:pos:R:3:lowdin_charge:R:1 method="wB97M-V/def2-TZVPD" homo_lumo_gap_ev=6.614 total_charge=+2 homo_energy_ev=-13.9 relative_energy_kcal_mol=40.0
Pd 0.44 -0.86 0.51 0.494
C -2.14 0.26 4.24 -0.002
C -1.54 -0.14 2.93 -0.229
N -0.34 -0.51 2.74 0.004
N 0.63 -0.49 3.68 0.031
C 1.88 -0.89 3.30 -0.745
N 2.81 -0.79 4.24 0.137
S 2.32 -1.55 1.79 0.733
C -2.38 -0.09 1.65 -0.188
C -3.69 0.33 1.71 0.009
C -4.44 0.40 0.54 -0.008
C -3.85 0.06 -0.65 -0.018
C -2.52 -0.34 -0.63 -0.104
N -1.79 -0.42 0.48 0.020
H -1.56 -0.10 5.09 0.081
H -3.14 -0.18 4.35 0.094
H -2.25 1.34 4.32 0.107
H 0.50 0.00 4.56 0.152
H 2.61 -0.50 5.19 0.130
H 3.75 -1.10 4.03 0.117
H -4.14 0.59 2.66 0.116
H -5.47 0.73 0.58 0.129
H -4.38 0.11 -1.59 0.124
H -2.00 -0.61 -1.55 0.098
C 1.15 0.86 0.54 -0.132
C 1.78 1.88 0.80 -0.077
C 2.51 3.02 1.07 -0.065
C 2.62 3.42 2.47 -0.177
C 1.53 3.22 3.32 -0.022
C 1.62 3.57 4.65 -0.059
C 2.81 4.10 5.15 -0.039
C 3.91 4.27 4.32 -0.035
C 3.81 3.95 2.97 -0.006
C 3.16 3.74 0.01 -0.163
C 3.51 5.10 0.17 0.006
C 4.11 5.78 -0.87 -0.031
C 4.37 5.11 -2.06 -0.014
C 4.02 3.78 -2.25 -0.033
C 3.40 3.09 -1.22 0.015
H 0.60 2.82 2.92 0.113
H 0.76 3.47 5.31 0.111
H 2.88 4.38 6.19 0.120
H 4.84 4.67 4.71 0.122
H 4.67 4.06 2.32 0.129
H 3.25 5.62 1.08 0.126
H 4.36 6.82 -0.76 0.123
H 4.85 5.65 -2.87 0.125
H 4.23 3.28 -3.18 0.121
H 3.13 2.06 -1.34 0.118
Cl -0.19 -3.36 0.16 0.569
C 0.06 -3.33 -1.64 -0.882
Cl 0.69 -1.77 -2.16 0.574
H -0.90 -3.50 -2.10 0.041
H 0.78 -4.10 -1.88 0.044



(12)
25
Properties=species:S:1:pos:R:3:lowdin_charge:R:1 method="wB97M-V/def2-TZVPD" homo_lumo_gap_ev=9.766 total_charge=+1 homo_energy_ev=-12.8 relative_energy_kcal_mol=12.2
C 1.74 1.74 -0.63 -0.128
C 0.95 1.79 0.67 -0.165
C -0.49 1.19 0.65 -0.191
C -0.62 -0.15 1.36 -0.206
C -1.96 -0.82 1.03 -0.257
N -2.06 -1.29 -0.34 -0.007
N 1.65 0.36 -1.21 0.177
H 2.79 1.95 -0.45 0.133
H 1.34 2.42 -1.37 0.135
H 0.88 2.81 1.03 0.123
H 1.51 1.23 1.43 0.121
H -1.16 1.90 1.13 0.122
H -0.84 1.14 -0.39 0.100
H -0.46 -0.10 2.44 0.127
H 0.21 -0.82 1.08 0.091
H -2.22 -1.63 1.71 0.122
H -2.69 -0.01 1.23 0.115
H -1.91 -0.58 -1.04 0.066
H -2.76 -1.95 -0.63 0.099
H 1.83 -0.39 -0.52 0.138
H 2.28 0.18 -2.00 0.178
H 0.72 0.09 -1.51 0.126
H -0.15 -1.83 -0.54 -0.022
H 0.53 -3.01 -1.32 0.059
O 0.65 -2.13 -0.97 -0.057



Number 1: strongest force on any atom 2.225 eV Å⁻¹. Number 2: strongest force on any atom 0.632 eV Å⁻¹. Number 3: strongest force on any atom 0.321 eV Å⁻¹. Number 4: strongest force on any atom 1.254 eV Å⁻¹. Number 5: strongest force on any atom 1.854 eV Å⁻¹. Number 6: strongest force on any atom 3.540 eV Å⁻¹. Number 7: strongest force on any atom 1.793 eV Å⁻¹. Number 8: strongest force on any atom 0.777 eV Å⁻¹. Number 9: strongest force on any atom 1.786 eV Å⁻¹. Number 10: strongest force on any atom 1.659 eV Å⁻¹. Number 11: strongest force on any atom 1.172 eV Å⁻¹. Number 12: strongest force on any atom 1.632 eV Å⁻¹.